Entry 1:
73
Properties=species:S:1:pos:R:3 method="wB97M-V/def2-TZVPD" e_tot_ev=-127020.477 smiles="O=C=N[C@@H]1C[C@@H](Br)C(=O)N1.CN(C)P(=O)(N(C)C)N(C)C.CN(C)P(=O)(N(C)C)N(C)C" orbital_gap_ev=7.61
O 4.972 1.093 1.031
C 5.048 0.053 0.505
N 5.284 -1.035 0.018
C 6.709 -1.154 -0.457
C 7.128 -0.032 -1.453
C 6.351 -0.574 -2.677
Br 6.583 0.550 -4.243
C 7.008 -1.976 -2.689
O 7.494 -2.582 -3.576
N 6.928 -2.336 -1.291
H 7.280 -1.203 0.476
H 8.194 -0.269 -1.571
H 6.958 1.004 -1.164
H 5.288 -0.746 -2.488
H 6.179 -2.993 -1.088
C 0.635 0.948 3.616
N 0.168 1.264 2.285
C 0.528 0.220 1.328
P -0.132 2.828 1.590
O -1.420 2.447 0.877
N -0.924 3.925 2.716
C -1.171 3.579 4.107
C -2.189 4.476 2.217
N 1.405 3.463 2.030
C 2.573 2.887 1.367
C 1.757 4.316 3.145
H 1.702 1.172 3.775
H 0.503 -0.116 3.817
H 0.062 1.440 4.394
H 1.535 0.362 0.913
H -0.177 0.205 0.496
H 0.495 -0.772 1.782
H -1.814 2.694 4.208
H -1.667 4.408 4.619
H -0.255 3.426 4.675
H -3.012 3.757 2.301
H -2.108 4.785 1.177
H -2.463 5.365 2.791
H 2.948 2.010 1.898
H 3.394 3.601 1.293
H 2.327 2.593 0.344
H 1.846 3.745 4.074
H 1.053 5.134 3.280
H 2.724 4.799 2.978
C -4.802 -2.918 -0.199
N -3.401 -2.995 -0.543
C -2.552 -2.979 0.646
P -2.623 -2.484 -2.009
O -1.698 -3.683 -2.126
N -3.546 -2.884 -3.455
C -4.878 -3.466 -3.400
C -2.803 -3.694 -4.428
N -3.320 -0.912 -1.985
C -2.898 -0.020 -0.905
C -4.453 -0.401 -2.726
H -5.147 -1.898 0.029
H -5.006 -3.525 0.685
H -5.450 -3.336 -0.963
H -2.322 -1.959 0.982
H -1.606 -3.488 0.447
H -3.018 -3.504 1.482
H -4.888 -4.436 -2.883
H -5.262 -3.626 -4.411
H -5.611 -2.805 -2.939
H -2.758 -4.748 -4.136
H -1.786 -3.329 -4.557
H -3.287 -3.639 -5.407
H -3.518 -0.145 -0.010
H -2.952 1.029 -1.196
H -1.861 -0.209 -0.635
H -5.399 -0.710 -2.272
H -4.431 -0.694 -3.773
H -4.451 0.693 -2.738

Entry 2:
132
Properties=species:S:1:pos:R:3 method="wB97M-V/def2-TZVPD" e_tot_ev=-115616.989 smiles="CS(=O)(=O)c1cc2c(c(C[C@@H](O)CN)c1CCCS(=O)(=O)O)C(=O)N(CC(=O)Cl)C2=O.CC(C)=O.CC(C)=O.CC(C)=O.CC(C)=O.CC(C)=O.CC(C)=O.CC(C)=O.CC(C)=O" orbital_gap_ev=7.87
C 5.215 0.377 3.360
S 5.824 -0.683 2.055
O 7.215 -0.362 1.874
O 5.591 -2.056 2.451
C 4.977 -0.298 0.535
C 5.835 -0.012 -0.528
C 5.249 0.322 -1.729
C 3.881 0.401 -1.892
C 3.004 0.126 -0.854
C 1.523 0.247 -1.037
C 1.081 1.695 -1.303
O -0.230 1.687 -1.855
C 1.090 2.525 -0.048
N 0.011 2.190 0.907
C 3.579 -0.259 0.386
C 2.671 -0.630 1.534
C 1.925 -1.976 1.258
C 2.460 -3.122 2.147
S 3.085 -4.455 1.185
O 3.306 -5.569 2.060
O 2.234 -4.737 0.077
O 4.449 -3.919 0.596
C 3.618 0.788 -3.322
O 2.605 1.059 -3.892
N 4.885 0.843 -3.909
C 5.092 0.956 -5.339
C 4.495 -0.204 -6.103
O 3.474 -0.153 -6.666
Cl 5.413 -1.745 -6.154
C 5.929 0.671 -3.010
O 7.088 0.834 -3.233
H 4.629 -0.247 4.024
H 4.547 1.132 2.954
H 6.058 0.795 3.889
H 6.909 -0.033 -0.425
H 0.959 -0.086 -0.178
H 1.231 -0.389 -1.868
H 1.746 2.174 -2.017
H -0.171 1.116 -2.629
H 2.049 2.468 0.472
H 0.941 3.567 -0.330
H -0.283 1.229 0.794
H 0.404 2.310 1.832
H 1.932 0.154 1.673
H 3.239 -0.775 2.436
H 0.852 -1.872 1.360
H 2.099 -2.252 0.220
H 3.192 -2.765 2.861
H 1.632 -3.548 2.704
H 5.115 -4.019 1.299
H 4.531 1.817 -5.688
H 6.143 1.064 -5.575
C -1.103 -6.394 -0.530
C -1.821 -5.122 -0.898
C -2.470 -5.080 -2.263
O -1.879 -4.174 -0.147
H -0.682 -6.289 0.468
H -1.799 -7.234 -0.538
H -0.297 -6.585 -1.233
H -3.220 -5.868 -2.345
H -1.715 -5.224 -3.038
H -2.950 -4.114 -2.407
C 3.123 -8.773 -1.072
C 1.767 -9.185 -1.591
C 1.490 -10.663 -1.721
O 0.939 -8.354 -1.889
H 3.151 -7.686 -1.031
H 3.281 -9.171 -0.069
H 3.910 -9.133 -1.736
H 1.577 -11.146 -0.747
H 2.205 -11.116 -2.410
H 0.483 -10.812 -2.104
C -3.638 2.168 -1.218
C -4.201 3.557 -1.394
C -4.777 3.887 -2.748
O -4.193 4.366 -0.493
H -3.254 2.057 -0.206
H -4.421 1.426 -1.387
H -2.822 2.005 -1.922
H -5.598 3.216 -2.979
H -4.003 3.791 -3.513
H -5.148 4.908 -2.745
C 2.614 5.704 1.568
C 1.654 5.228 2.631
C 0.588 6.192 3.077
O 1.739 4.115 3.105
H 3.325 4.911 1.345
H 2.067 5.958 0.658
H 3.158 6.581 1.920
H -0.044 6.469 2.232
H 1.048 7.088 3.496
H -0.031 5.718 3.835
C 1.939 -2.347 -4.853
C 2.122 -2.923 -3.474
C 2.621 -4.339 -3.385
O 1.894 -2.255 -2.486
H 1.566 -1.327 -4.789
H 2.913 -2.342 -5.339
H 1.239 -2.947 -5.435
H 3.594 -4.418 -3.874
H 1.918 -5.013 -3.878
H 2.717 -4.628 -2.343
C -1.243 3.403 6.157
C -2.162 3.636 4.983
C -2.802 2.418 4.374
O -2.375 4.748 4.555
H -0.849 4.356 6.505
H -1.795 2.924 6.968
H -0.412 2.762 5.859
H -3.408 1.911 5.125
H -2.032 1.737 4.007
H -3.436 2.716 3.541
C -10.077 3.770 -4.058
C -8.722 4.359 -3.747
C -8.666 5.847 -3.496
O -7.728 3.673 -3.701
H -9.978 2.698 -4.216
H -10.761 3.946 -3.226
H -10.486 4.228 -4.960
H -9.293 6.105 -2.642
H -9.018 6.388 -4.375
H -7.640 6.141 -3.285
C -5.528 4.149 6.617
C -5.730 2.705 7.006
C -7.123 2.300 7.422
O -4.822 1.904 6.986
H -4.491 4.317 6.338
H -6.165 4.399 5.768
H -5.779 4.798 7.457
H -7.823 2.478 6.605
H -7.435 2.878 8.293
H -7.133 1.242 7.675

Entry 3:
6
Properties=species:S:1:pos:R:3 method="wB97M-V/def2-TZVPD" relative_energy_ev=0.829 e_tot_ev=-22219.509 orbital_gap_ev=10.82
O -0.790 -0.997 0.818
P -0.153 -0.248 -0.281
S 1.298 0.941 0.539
H 0.410 0.481 1.326
H -1.063 0.774 -0.875
H 0.298 -0.951 -1.528

Entry 4:
12
Properties=species:S:1:pos:R:3 method="wB97M-V/def2-TZVPD" relative_energy_ev=2.581 e_tot_ev=-28860.958 orbital_gap_ev=8.03
C 0.340 0.138 -1.152
C -0.688 -0.309 -1.917
C 0.475 -0.200 2.192
C -1.289 0.076 0.428
N 0.820 0.576 1.205
N -0.057 0.403 0.118
S -2.137 -0.356 -0.942
S -0.805 -1.331 2.324
H 1.395 0.364 -1.439
H -0.643 -0.550 -2.991
H 1.201 -0.166 3.083
H -1.796 0.665 1.169

Entry 5:
7
Properties=species:S:1:pos:R:3 method="wB97M-V/def2-TZVPD" relative_energy_ev=4.049 e_tot_ev=-37981.845 orbital_gap_ev="7.71 / 7.59"
C -0.011 1.500 -0.093
C -0.080 -1.239 -0.209
S 1.260 1.763 0.798
Cl 1.274 -1.204 0.775
Cl -1.661 -1.694 0.403
H -0.652 2.153 -0.433
H -0.130 -1.280 -1.241

Entry 6:
22
Properties=species:S:1:pos:R:3 method="wB97M-V/def2-TZVPD" total_charge=-1 relative_energy_ev=1.577 e_tot_ev=-82915.372 multiplicity=3 orbital_gap_ev="3.99 / 6.82"
C 2.492 -2.300 -1.079
Pd 0.833 -1.230 -0.885
N 1.600 0.741 -1.339
H -0.396 -2.294 -1.059
H -0.705 -1.214 -1.345
H 2.102 -3.334 -1.149
H 3.066 -2.052 -0.155
H 3.057 -2.067 -1.999
H 1.718 1.237 -0.444
H 0.969 1.289 -1.927
H 2.512 0.686 -1.788
Br -0.232 2.983 3.185
C -0.971 1.684 1.936
C -2.346 1.633 1.714
C -2.812 0.692 0.804
C -1.906 -0.128 0.147
N -0.572 0.003 0.294
C -0.097 0.826 1.255
H -3.015 2.300 2.237
H -3.867 0.552 0.588
H -2.388 -0.878 -0.476
H 0.959 0.871 1.484